# 1
The following is a quantum chemistry calculation of a structure of composition C10H29CrCuO9 at a distorted geometry, from the Open Molecules 2025 dataset.

Properties
⟨S²⟩	9.0359
E_HOMO (spin up / spin down)	-0.6596 / -0.6603	hartree
charge	+3
2S+1	6

Cartesian coordinates (Å):
Cr1 -2.2773 -2.3396 -1.3260
Cu1 1.0575 -2.4552 -1.7222
C1 -0.6063 0.2599 1.0353
C2 -0.5490 -1.2360 1.1728
O1 -0.3599 -1.8935 -0.0572
H1 -1.5110 0.6020 0.5326
H2 0.3148 0.5188 0.5132
H3 -0.5735 0.8630 1.9426
H4 -1.4391 -1.5836 1.6972
H5 0.3139 -1.4082 1.8161
C3 0.8352 0.8270 -3.2954
C4 -0.5611 1.2997 -3.8992
O2 -1.3973 1.9410 -2.9033
O3 0.7048 -0.0998 -2.1234
H6 1.5255 1.6375 -3.0614
H7 1.4509 0.1985 -3.9389
H8 -1.1047 0.5258 -4.4411
H9 -0.3217 1.9422 -4.7465
H10 -2.1251 1.3212 -2.8151
H11 0.1105 0.3538 -1.5212
C5 -4.0928 -3.2557 1.5628
C6 -4.5361 -2.7232 2.8535
O4 -3.5207 -2.0719 3.5418
O5 -3.4835 -2.3245 0.6047
H12 -4.9413 -3.6382 0.9956
H13 -3.3191 -4.0167 1.6645
H14 -4.7926 -3.5758 3.4823
H15 -5.3753 -2.0800 2.5884
H16 -2.7149 -2.2904 3.0680
H17 -3.7881 -1.4583 0.8850
C7 0.5581 4.2214 3.2087
C8 0.9653 3.9086 1.7495
O6 2.0457 2.9985 1.6581
O7 1.5192 4.7379 4.1341
H18 0.0239 3.3625 3.6150
H19 -0.2551 4.9471 3.2174
H20 1.1925 4.8458 1.2414
H21 0.2112 3.5643 1.0418
H22 2.4550 3.0988 0.7955
H23 1.9425 5.5333 3.8029
C9 3.9202 -2.0577 -2.3619
C10 3.8475 -0.9234 -1.3152
O8 2.7372 -1.3238 -0.4923
O9 2.7649 -2.1880 -3.2131
H24 4.1198 -2.9607 -1.7849
H25 4.8543 -1.9380 -2.9106
H26 3.6643 0.0436 -1.7837
H27 4.7470 -0.7890 -0.7144
H28 2.6915 -0.5830 0.1166
H29 3.0720 -2.3382 -4.1102

The Mulliken scheme yields these atomic charges, measured in e: number 1, Cr, carries 1.0544; number 2, Cu, carries 0.4863; number 3, C, carries -0.7414; number 4, C, carries 0.3115; number 5, O, carries -0.2432; number 6, H, carries 0.2758; number 7, H, carries 0.0465; number 8, H, carries 0.3133; number 9, H, carries -0.4437; number 10, H, carries 0.3824; number 11, C, carries -0.3548; number 12, C, carries -0.6352; number 13, O, carries -0.4577; number 14, O, carries -0.0597; number 15, H, carries 0.3297; number 16, H, carries 0.3486; number 17, H, carries 0.2845; number 18, H, carries 0.3625; number 19, H, carries 0.2867; number 20, H, carries 0.0631; number 21, C, carries -0.7850; number 22, C, carries -0.3387; number 23, O, carries -0.4726; number 24, O, carries -0.1983; number 25, H, carries 0.3157; number 26, H, carries 0.3929; number 27, H, carries 0.3230; number 28, H, carries 0.3789; number 29, H, carries 0.2602; number 30, H, carries 0.2728; number 31, C, carries -0.3773; number 32, C, carries -0.3752; number 33, O, carries -0.4869; number 34, O, carries -0.0942; number 35, H, carries 0.3435; number 36, H, carries 0.3853; number 37, H, carries 0.4707; number 38, H, carries 0.3433; number 39, H, carries 0.3524; number 40, H, carries 0.4401; number 41, C, carries -0.6169; number 42, C, carries -0.3486; number 43, O, carries -0.4241; number 44, O, carries -0.3906; number 45, H, carries 0.3256; number 46, H, carries 0.4770; number 47, H, carries 0.2183; number 48, H, carries 0.4535; number 49, H, carries 0.2268; number 50, H, carries 0.3188

# 2
The following is a quantum chemistry calculation of a structure of composition C10H30AgNO8S5 at a distorted geometry, from the Open Molecules 2025 dataset.

Properties
⟨S²⟩	0.7507
E_HOMO (spin up / spin down)	0.0015 / -0.1632	hartree
charge	-1
2S+1	2

Cartesian coordinates (Å):
Ag1 -0.6188 0.9096 0.1973
N1 -1.8520 4.3329 -0.5823
O1 -2.9762 4.5677 -1.0345
O2 -1.0118 5.1926 -0.5865
O3 -1.5850 3.1593 -0.3067
C1 2.9461 0.2056 2.0801
S1 2.8530 0.9022 0.3380
O4 1.6319 1.8145 0.3936
C2 4.2040 2.1096 0.6018
H1 2.7689 1.0424 2.7556
H2 3.8331 -0.2402 2.5302
H3 2.1622 -0.5311 2.2557
H4 5.2064 1.7375 0.8134
H5 3.7550 2.7392 1.3700
H6 4.2787 2.8008 -0.2377
C3 -2.6060 -1.6657 -1.7736
S2 -3.6436 -1.1044 -0.3381
O5 -2.9362 0.0759 0.2883
C4 -5.0154 -0.4236 -1.3007
H7 -3.2035 -2.3589 -2.3657
H8 -1.8887 -2.3736 -1.3582
H9 -2.0734 -0.9002 -2.3378
H10 -5.9457 -0.5032 -0.7384
H11 -5.3437 -1.0924 -2.0964
H12 -4.7897 0.5145 -1.8078
C5 -0.6283 0.5519 -4.3945
S3 0.4074 1.1805 -2.9731
O6 0.0674 0.1961 -1.8650
C6 2.0898 0.7546 -3.5991
H13 -0.5286 -0.5259 -4.5226
H14 -0.2787 1.0261 -5.3115
H15 -1.6898 0.7233 -4.2162
H16 2.2535 1.2775 -4.5414
H17 2.1740 -0.3002 -3.8605
H18 2.8362 0.9024 -2.8187
C7 2.5399 -2.2234 -0.9295
S4 0.8881 -2.4679 -0.1329
O7 0.3891 -1.1383 0.4218
C8 1.2890 -3.4401 1.4310
H19 2.9371 -3.1504 -1.3431
H20 3.2860 -1.9313 -0.1905
H21 2.5560 -1.5071 -1.7509
H22 0.3611 -3.6901 1.9455
H23 1.9643 -2.8092 2.0090
H24 1.7297 -4.4251 1.2778
C9 -1.0843 -1.0640 2.9000
S5 -1.7915 0.6275 3.1673
O8 -0.8009 1.6105 2.5796
C10 -1.5960 0.7431 5.0315
H25 -1.4287 -1.4815 1.9538
H26 -1.4836 -1.7353 3.6602
H27 -0.0111 -0.9320 3.0377
H28 -0.6084 1.0971 5.3272
H29 -1.6842 -0.2384 5.4973
H30 -2.3038 1.4586 5.4500

The Mulliken scheme yields these atomic charges, measured in e: number 1, Ag, carries 0.6552; number 2, N, carries 0.7337; number 3, O, carries -0.6524; number 4, O, carries -0.6388; number 5, O, carries -0.5055; number 6, C, carries -1.0331; number 7, S, carries 0.9521; number 8, O, carries -0.9370; number 9, C, carries -0.8958; number 10, H, carries 0.3327; number 11, H, carries 0.4173; number 12, H, carries -0.1068; number 13, H, carries 0.2142; number 14, H, carries 0.3593; number 15, H, carries 0.3188; number 16, C, carries -0.8061; number 17, S, carries 0.4700; number 18, O, carries -0.5904; number 19, C, carries -1.1403; number 20, H, carries 0.4960; number 21, H, carries 0.2639; number 22, H, carries -0.0541; number 23, H, carries 0.3708; number 24, H, carries 0.4177; number 25, H, carries 0.3474; number 26, C, carries -0.9892; number 27, S, carries 0.3892; number 28, O, carries -0.2113; number 29, C, carries -0.9477; number 30, H, carries 0.3232; number 31, H, carries 0.3535; number 32, H, carries 0.3288; number 33, H, carries 0.3397; number 34, H, carries 0.2119; number 35, H, carries 0.3455; number 36, C, carries -0.0583; number 37, S, carries 1.6443; number 38, O, carries -1.1223; number 39, C, carries -0.9084; number 40, H, carries 0.2634; number 41, H, carries 0.0907; number 42, H, carries -0.5441; number 43, H, carries 0.2125; number 44, H, carries 0.2679; number 45, H, carries 0.2285; number 46, C, carries -0.7236; number 47, S, carries 0.5554; number 48, O, carries -0.6919; number 49, C, carries -0.9483; number 50, H, carries -0.0651; number 51, H, carries 0.5478; number 52, H, carries 0.1769; number 53, H, carries 0.3036; number 54, H, carries 0.3132; number 55, H, carries 0.3253

# 3
The following is a quantum chemistry calculation of a cluster of 4 separate species, C10H30BIN6O6P in total at a distorted geometry, from the Open Molecules 2025 dataset.

Properties
E_HOMO	-0.4368	hartree
charge	+1
2S+1	1

Cartesian coordinates (Å):
C1 -2.7474 0.5024 0.7832
C2 -1.4889 -0.0309 0.1042
I1 -1.6666 -0.1395 -2.0327
C3 -0.9976 -1.3585 0.7717
N1 -0.4743 -2.3513 -0.1239
C4 -0.9681 -3.4121 -0.7808
N2 -2.2147 -3.8618 -0.7509
B1 -3.4467 -3.3741 -0.0388
O1 -3.8411 -4.0981 1.0801
N3 -4.1779 -2.2489 -0.4761
C5 -4.6817 -2.4051 -1.8544
C6 -5.3038 -1.8881 0.4130
N4 -0.0162 -4.0391 -1.5102
C7 1.0722 -3.3494 -1.3216
N5 0.8657 -2.3101 -0.4886
P1 2.1243 -1.2372 -0.1026
N6 3.3936 -1.6391 -0.8622
O2 1.6037 0.1835 -0.5579
O3 2.3409 -1.2074 1.4863
H1 -2.4169 1.1136 1.6205
H2 -3.2821 1.1800 0.1337
H3 -3.3828 -0.2840 1.1669
H4 -0.7164 0.7036 0.2733
H5 -1.7920 -1.7514 1.3957
H6 -0.2280 -1.0536 1.4726
H7 -2.3322 -4.6962 -1.3066
H8 -4.2123 -4.9367 0.7846
H9 -5.6323 -2.9364 -1.8485
H10 -4.8382 -1.4431 -2.3334
H11 -3.9811 -2.9704 -2.4596
H12 -5.0027 -1.8309 1.4492
H13 -5.7085 -0.9444 0.0674
H14 -6.0824 -2.6444 0.3377
H15 2.0010 -3.5940 -1.7981
H16 4.1532 -1.8397 -0.2256
H17 2.2947 0.8239 -0.3220
H18 2.7844 -0.3658 1.6730
C8 4.1853 0.0798 4.5215
O4 2.8003 0.3910 4.3464
H19 4.6836 0.9776 4.8734
H20 4.3131 -0.7122 5.2614
H21 4.6420 -0.2320 3.5769
H22 2.3584 -0.4066 4.0447
C9 1.5401 4.1843 -1.5859
O5 1.9881 3.0837 -0.7845
H23 1.9602 5.0946 -1.1724
H24 1.8838 4.0670 -2.6143
H25 0.4508 4.2514 -1.5637
H26 1.6104 2.2895 -1.1613
C10 4.4772 6.9546 -1.5947
O6 3.9352 7.1154 -2.9023
H27 4.0155 6.0770 -1.1506
H28 5.5582 6.8021 -1.6406
H29 4.2542 7.8277 -0.9764
H30 4.3426 7.8898 -3.2963

The Mulliken scheme yields these atomic charges, measured in e: number 1, C, carries -1.3329; number 2, C, carries -0.0924; number 3, I, carries 0.0269; number 4, C, carries -1.0698; number 5, N, carries -0.0312; number 6, C, carries 0.4097; number 7, N, carries -0.0607; number 8, B, carries 0.2232; number 9, O, carries -0.5546; number 10, N, carries 0.3013; number 11, C, carries -1.1694; number 12, C, carries -1.1872; number 13, N, carries -0.6299; number 14, C, carries -0.0782; number 15, N, carries 0.2871; number 16, P, carries 0.5667; number 17, N, carries -0.8342; number 18, O, carries -0.3629; number 19, O, carries -0.4419; number 20, H, carries 0.4121; number 21, H, carries 0.3897; number 22, H, carries 0.2127; number 23, H, carries 0.7378; number 24, H, carries 0.5024; number 25, H, carries 0.2792; number 26, H, carries 0.3188; number 27, H, carries 0.3302; number 28, H, carries 0.3367; number 29, H, carries 0.3164; number 30, H, carries 0.4479; number 31, H, carries 0.4548; number 32, H, carries 0.3550; number 33, H, carries 0.3843; number 34, H, carries 0.5569; number 35, H, carries 0.2467; number 36, H, carries 0.4263; number 37, H, carries 0.2787; number 38, C, carries -0.4995; number 39, O, carries -0.4858; number 40, H, carries 0.2415; number 41, H, carries 0.2469; number 42, H, carries 0.2306; number 43, H, carries 0.2913; number 44, C, carries -0.5135; number 45, O, carries -0.4830; number 46, H, carries 0.1278; number 47, H, carries 0.3029; number 48, H, carries 0.2857; number 49, H, carries 0.2930; number 50, C, carries -0.4080; number 51, O, carries -0.4941; number 52, H, carries 0.0725; number 53, H, carries 0.2813; number 54, H, carries 0.2626; number 55, H, carries 0.2918

# 4
The following is a quantum chemistry calculation of a structure of composition C10H30CuNO8S5 at a distorted geometry, from the Open Molecules 2025 dataset.

Properties
⟨S²⟩	2.0155
E_HOMO (spin up / spin down)	-0.5258 / -0.5045	hartree
charge	+2
2S+1	3

Cartesian coordinates (Å):
Cu1 -1.5411 1.4990 1.9959
N1 1.1866 -0.3428 0.8773
O1 0.9764 -1.5249 0.7477
O2 2.2772 0.1661 0.6110
O3 0.2511 0.2946 1.3739
C1 1.3995 3.7834 0.6520
S1 0.4600 4.3480 2.1765
O4 -0.8646 3.5105 2.1998
C2 1.5928 3.6024 3.4012
H1 0.8448 3.9756 -0.2663
H2 1.5134 2.6993 0.6577
H3 2.3525 4.2878 0.4922
H4 1.1378 3.4374 4.3779
H5 2.3989 4.3256 3.5247
H6 1.9670 2.6451 3.0383
C3 -1.5480 3.4623 -2.4246
S2 -0.9059 1.9912 -1.4829
O5 -1.3004 2.1709 -0.0150
C4 -2.0448 0.6713 -2.1648
H7 -0.8801 4.3168 -2.3157
H8 -2.5340 3.6448 -1.9971
H9 -1.7146 3.2234 -3.4749
H10 -1.9244 0.5812 -3.2444
H11 -3.0913 0.7659 -1.8749
H12 -1.6804 -0.2448 -1.6999
C5 1.5392 -0.7513 4.0880
S3 0.5260 0.4891 4.9919
O6 -0.2327 1.3392 3.9666
C6 -0.7503 -0.6350 5.6223
H13 1.8382 -1.3896 4.9194
H14 2.4551 -0.4687 3.5690
H15 0.9729 -1.3425 3.3683
H16 -1.6850 -0.0955 5.7748
H17 -0.4412 -1.1282 6.5438
H18 -1.0908 -1.4900 5.0382
C7 -1.6740 -3.3839 -1.2909
S4 -2.4798 -3.2961 -2.8994
O7 -1.4641 -3.6277 -3.9930
C8 -3.5819 -4.7291 -2.5159
H19 -2.3742 -2.9922 -0.5531
H20 -0.7547 -2.7984 -1.3026
H21 -1.3410 -4.3911 -1.0403
H22 -4.2461 -5.0000 -3.3367
H23 -4.1681 -4.6197 -1.6035
H24 -2.9989 -5.6147 -2.2628
C9 2.2962 -0.1702 -4.2200
S5 1.3091 -1.1693 -3.0613
O8 0.7203 -2.3998 -3.8246
C10 2.7380 -1.8198 -2.0396
H25 1.6118 0.1220 -5.0164
H26 3.1265 -0.7363 -4.6422
H27 2.6267 0.7411 -3.7215
H28 3.3044 -1.0798 -1.4741
H29 3.3958 -2.1731 -2.8337
H30 2.4941 -2.6799 -1.4161

The Mulliken scheme yields these atomic charges, measured in e: number 1, Cu, carries 0.4965; number 2, N, carries 0.7088; number 3, O, carries -0.6506; number 4, O, carries -0.6559; number 5, O, carries 0.0356; number 6, C, carries -0.1168; number 7, S, carries 0.4248; number 8, O, carries -0.3657; number 9, C, carries -0.7190; number 10, H, carries -0.0002; number 11, H, carries -0.1653; number 12, H, carries 0.4372; number 13, H, carries 0.3105; number 14, H, carries 0.4473; number 15, H, carries 0.1243; number 16, C, carries -1.0845; number 17, S, carries 0.6013; number 18, O, carries -0.2025; number 19, C, carries -0.8162; number 20, H, carries 0.3569; number 21, H, carries 0.3699; number 22, H, carries 0.4051; number 23, H, carries 0.4617; number 24, H, carries 0.4936; number 25, H, carries -0.0536; number 26, C, carries -0.8468; number 27, S, carries 0.4401; number 28, O, carries -0.3928; number 29, C, carries -1.0585; number 30, H, carries 0.4499; number 31, H, carries 0.3561; number 32, H, carries 0.1438; number 33, H, carries 0.3605; number 34, H, carries 0.4253; number 35, H, carries 0.3265; number 36, C, carries -0.6536; number 37, S, carries 0.5779; number 38, O, carries -0.4593; number 39, C, carries -0.9933; number 40, H, carries 0.3825; number 41, H, carries -0.1122; number 42, H, carries 0.4980; number 43, H, carries 0.3517; number 44, H, carries 0.3769; number 45, H, carries 0.3564; number 46, C, carries -1.1149; number 47, S, carries 0.8560; number 48, O, carries -0.3816; number 49, C, carries -1.1751; number 50, H, carries 0.3719; number 51, H, carries 0.4343; number 52, H, carries 0.3862; number 53, H, carries 0.3881; number 54, H, carries 0.5230; number 55, H, carries 0.3401

> What is the formula in the first record?

C10H29CrCuO9